DFT (the ωB97M-V functional and the def2-TZVPD basis) results for 7 unconnected molecules or ions with the total composition C63H133N7O7 at a distorted geometry.

As for the net charge: 0. Its spin multiplicity is 1. For the molar mass, the calculation gives 1100.799 g/mol. The gap between HOMO and LUMO comes out at 0.2884 hartree. The calculation puts the LUMO energy at 0.38 eV.

Element x y z (Å)
C 5.14474 2.76289 -6.92153
C 4.50541 3.47509 -8.15432
C 5.29522 3.37994 -9.38435
C 3.07172 2.93164 -8.43414
C 2.15081 3.91830 -9.26474
C 2.00983 5.22810 -8.61575
C 3.39162 5.97301 -8.31937
C 3.73327 6.62190 -9.63876
C 3.23976 7.15311 -7.24460
N 4.37443 4.93142 -7.83052
O 5.59161 5.50554 -7.43433
H 5.32266 1.72122 -7.18868
H 6.09539 3.23801 -6.67944
H 4.44510 2.86727 -6.09224
H 6.22799 3.93218 -9.26998
H 5.64691 2.37108 -9.60025
H 4.73195 3.68986 -10.26457
H 3.16684 1.97489 -8.94763
H 2.66858 2.59506 -7.47900
H 2.60976 3.99563 -10.25038
H 1.13292 3.52991 -9.29877
H 1.28315 5.10730 -7.81235
H 1.64598 5.74471 -9.50391
H 3.14900 7.43303 -10.07328
H 3.89728 5.86288 -10.40366
H 4.74312 7.03171 -9.65706
H 2.96708 6.68343 -6.29953
H 2.56316 7.92287 -7.61578
H 4.19657 7.66963 -7.16817
H 5.78766 5.21358 -6.54107
C -7.02277 4.74071 -7.25362
C -6.26151 5.38970 -5.98024
C -5.44085 6.63643 -6.41759
C -7.40802 5.86722 -5.09642
C -6.98444 6.22790 -3.62623
C -6.15435 5.05824 -2.94601
C -5.10979 4.31755 -3.87996
C -3.78882 5.01059 -3.87728
C -4.96374 2.87824 -3.31942
N -5.53991 4.36551 -5.34589
O -4.91424 3.49283 -6.14240
H -7.42287 5.58503 -7.81500
H -6.36182 4.29910 -7.99942
H -7.64236 3.87487 -7.02014
H -6.18615 7.13012 -7.04122
H -5.05538 7.19349 -5.56365
H -4.58475 6.52991 -7.08380
H -7.93338 6.72942 -5.50716
H -8.19287 5.11492 -5.01802
H -6.21797 7.00030 -3.68969
H -7.68219 6.70688 -2.93933
H -6.82805 4.46542 -2.32732
H -5.54155 5.55725 -2.19531
H -3.05012 4.63345 -4.58451
H -3.46480 4.88559 -2.84408
H -3.91799 6.04943 -4.18097
H -5.88160 2.32323 -3.51330
H -4.79331 3.13651 -2.27425
H -4.12219 2.36590 -3.78566
H -5.43908 2.69237 -6.06903
C -4.78935 -2.39658 -9.88192
C -6.05563 -3.15713 -9.26582
C -7.37446 -2.44776 -9.67124
C -6.16606 -4.63038 -9.74632
C -5.06038 -5.61080 -9.24677
C -5.17437 -5.62271 -7.76481
C -5.06779 -4.20999 -7.06775
C -5.51531 -4.43512 -5.58744
C -3.57413 -3.65201 -6.99476
N -6.03288 -3.30952 -7.76127
O -6.01502 -2.12963 -7.09967
H -4.58342 -1.48628 -9.31884
H -3.85608 -2.95627 -9.81981
H -5.06268 -2.06673 -10.88421
H -7.37170 -1.41148 -9.33325
H -7.38041 -2.35537 -10.75731
H -8.34025 -2.94659 -9.59061
H -7.13390 -5.10729 -9.59155
H -6.13596 -4.56877 -10.83416
H -5.09135 -6.53465 -9.82437
H -4.04978 -5.29319 -9.50345
H -4.25041 -6.11172 -7.45614
H -6.10025 -6.05972 -7.39086
H -6.59180 -4.59370 -5.65168
H -5.33024 -3.64967 -4.85471
H -4.95820 -5.30638 -5.24303
H -3.40221 -3.29294 -8.00947
H -2.83861 -4.43331 -6.80323
H -3.62468 -2.90553 -6.20209
H -6.80935 -2.21032 -6.56664
C 4.70631 -14.10181 6.44239
C 4.42896 -12.73296 7.10501
C 3.27408 -11.98677 6.32199
C 3.93417 -13.26833 8.42227
C 3.64711 -12.17212 9.40613
C 4.98139 -11.45194 9.72498
C 5.59948 -10.88211 8.42687
C 4.94658 -9.56336 7.99720
C 7.15722 -10.52751 8.63908
N 5.63573 -11.88706 7.39704
O 6.42023 -11.66691 6.31906
H 4.86790 -14.02834 5.36694
H 5.51797 -14.70807 6.84456
H 3.80864 -14.70055 6.59664
H 2.30556 -12.48448 6.27378
H 3.19547 -10.90656 6.44469
H 3.62949 -12.11469 5.29952
H 2.92104 -13.65259 8.30394
H 4.52178 -14.06311 8.88178
H 2.94825 -11.46148 8.96488
H 3.06313 -12.45824 10.28089
H 5.66647 -12.10040 10.27111
H 4.77424 -10.67596 10.46189
H 5.01685 -8.91114 8.86770
H 3.85807 -9.61983 7.98841
H 5.28933 -9.19203 7.03142
H 7.51884 -10.02514 7.74190
H 7.85257 -11.34398 8.83395
H 7.20290 -9.82795 9.47373
H 7.06439 -12.36699 6.44776
C -0.97283 -7.29938 11.93739
C -0.51943 -6.07122 12.78177
C -1.58248 -5.53021 13.81778
C 0.74440 -6.57312 13.45762
C 1.70991 -5.56300 14.15654
C 2.06270 -4.47312 13.11619
C 0.93413 -3.83073 12.26187
C 0.03240 -2.77286 12.99899
C 1.51639 -3.04234 11.09269
N -0.03695 -4.96677 11.82789
O -0.99785 -4.50993 11.01666
H -2.05090 -7.40372 11.81504
H -0.58744 -7.29187 10.91781
H -0.67333 -8.27851 12.31118
H -1.91160 -6.38990 14.40149
H -1.23006 -4.80978 14.55593
H -2.54921 -5.30734 13.36626
H 0.48455 -7.27420 14.25076
H 1.35287 -7.05647 12.69327
H 1.20499 -5.29016 15.08320
H 2.56930 -6.16952 14.44234
H 2.77092 -4.97217 12.45479
H 2.57984 -3.62868 13.57181
H -0.08605 -3.19044 13.99884
H -0.88322 -2.44509 12.50675
H 0.46807 -1.77649 12.92454
H 2.27155 -2.42488 11.57907
H 0.85875 -2.45160 10.45500
H 2.03327 -3.75669 10.45186
H -0.55873 -4.60644 10.16846
C 4.09520 -0.56542 0.80027
C 2.62945 -0.57402 1.21802
C 2.18861 0.89400 1.27610
C 1.62942 -1.17285 0.05310
C 1.93742 -2.67269 -0.21969
C 1.78380 -3.45563 1.07567
C 2.56150 -2.86315 2.28711
C 2.00006 -3.38224 3.62635
C 3.98289 -3.44303 2.24274
N 2.48304 -1.36089 2.40694
O 2.88364 -0.67854 3.55350
H 4.30863 -1.58520 0.47993
H 4.42443 0.04244 -0.04247
H 4.81259 -0.23854 1.55300
H 2.17129 1.40934 0.31579
H 1.16972 0.86497 1.66229
H 2.75699 1.55109 1.93434
H 0.58866 -1.21110 0.37475
H 1.56620 -0.55179 -0.84043
H 1.19639 -3.04720 -0.92588
H 2.83682 -2.84979 -0.80945
H 2.00913 -4.50683 0.89595
H 0.74565 -3.58163 1.38302
H 2.62723 -3.08467 4.46673
H 1.83382 -4.45643 3.70743
H 1.04302 -2.90944 3.84686
H 4.52044 -3.55756 1.30145
H 4.06406 -4.37399 2.80382
H 4.60060 -2.68066 2.71742
H 3.83547 -0.56973 3.49214
C 0.43430 14.96541 -1.84320
C -0.36445 13.95726 -0.97377
C -0.84468 14.86026 0.24217
C -1.63928 13.50389 -1.82019
C -2.29878 12.26445 -1.24277
C -1.30110 11.16276 -1.09104
C 0.03454 11.44632 -0.29797
C -0.33429 11.41464 1.17404
C 1.07329 10.35012 -0.65212
N 0.59332 12.78733 -0.66554
O 1.80476 13.18204 0.02523
H 1.08184 15.64556 -1.28987
H 0.93271 14.64579 -2.75837
H -0.34166 15.68564 -2.10255
H -0.01757 15.34087 0.76467
H -1.41609 15.71359 -0.12310
H -1.51371 14.41582 0.97904
H -2.30991 14.34567 -1.99272
H -1.30027 13.22307 -2.81735
H -2.68634 12.55375 -0.26592
H -3.05382 11.78923 -1.86901
H -0.94920 10.77284 -2.04615
H -1.84160 10.38314 -0.55423
H -1.11000 12.12170 1.46805
H 0.50089 11.89076 1.68775
H -0.67228 10.52616 1.70739
H 1.97103 10.46746 -0.04516
H 1.40585 10.45254 -1.68508
H 0.84294 9.32828 -0.35065
H 2.17923 13.62211 -0.74139

Atomic partial charges in e from the Mulliken method, atoms 1 to 8: -1.8923, 1.4854, -1.7955, -1.2376, -0.7354, -0.8080, 1.2444, -1.8268



DFT (the ωB97M-V functional and the def2-TZVPD basis) results for 3 unconnected molecules or ions with the total composition C4H13NO2 at a distorted geometry.

As for the net charge: 0. Its spin multiplicity is 1. For the molar mass, the calculation gives 107.153 g/mol. The gap between HOMO and LUMO comes out at 0.2867 hartree. The calculation puts the LUMO energy at 0.24 eV.

Element x y z (Å)
C 0.66063 1.94159 1.39720
C 0.71470 0.61221 1.09329
N 0.36024 -0.12749 -0.02265
C 1.66661 -0.20892 1.97674
C 0.84610 -0.99488 2.98427
H 1.61345 2.39116 1.66658
H -0.17780 2.58607 1.63438
H 0.89761 -0.97089 -0.09039
H -0.54890 -0.23847 -0.44236
H 2.28494 -0.87860 1.36265
H 2.39643 0.44166 2.45349
H 0.52145 -0.37032 3.82109
H 1.54799 -1.59747 3.57277
H 0.04605 -1.58327 2.54911
O -2.90017 -0.47822 -1.30736
H -2.67097 0.24840 -0.71088
H -2.32678 -0.25335 -2.05149
O -1.71219 0.01779 -6.95966
H -1.05028 -0.66571 -6.81070
H -2.16911 0.12870 -6.11604

Atomic partial charges in e from the natural (NBO) method, atoms 1 to 8: -0.5908, 0.2351, -0.8112, -0.4287, -0.6139, 0.1998, 0.2064, 0.3766



DFT (the ωB97M-V functional and the def2-TZVPD basis) results for 2 unconnected molecules or ions with the total composition C6H11NO2 at a distorted geometry.

As for the net charge: 0. Its spin multiplicity is 1. For the molar mass, the calculation gives 129.159 g/mol. The gap between HOMO and LUMO comes out at 0.2977 hartree. The calculation puts the LUMO energy at 0.27 eV.

Element x y z (Å)
C 0.26816 -0.60281 0.25012
C -0.55406 1.35582 0.32051
C -0.24354 -1.60497 -0.75919
C 0.08426 -1.00484 1.69400
C -1.34039 1.56792 -0.95899
N 1.68691 -0.31851 0.02705
C 1.82137 0.80991 -0.57407
O 0.50104 2.05059 0.51757
O 2.17920 1.47327 -1.45983
H 2.48858 -0.82868 0.40913
H -1.19271 1.11502 1.18595
H 0.19011 -2.60582 -0.61453
H -1.32485 -1.70795 -0.65522
H -0.03849 -1.28797 -1.78316
H 0.66793 -1.90751 1.93736
H 0.39538 -0.20055 2.36312
H -0.96427 -1.22560 1.89597
H -0.67431 1.66928 -1.81468
H -1.90468 2.49932 -0.85559
H -2.04564 0.75409 -1.12554

Atomic partial charges in e from the natural (NBO) method, atoms 1 to 8: -0.0042, 0.3098, -0.6402, -0.6437, -0.6851, -0.6626, 1.0020, -0.7244



DFT (the ωB97M-V functional and the def2-TZVPD basis) results for a molecular structure, C26H39MnO6Si at a distorted geometry.

As for the net charge: -1. Its spin multiplicity is 4. For the molar mass, the calculation gives 530.616 g/mol. The gap between HOMO and LUMO (spin up / spin down) comes out at 0.1488 / 0.1343 hartree. The calculation puts the LUMO energy (spin up / spin down) at 2.30 / 2.30 eV.

Element x y z (Å)
C -1.26020 2.85587 -3.32088
C -1.12391 3.20803 -1.80802
C -0.14231 1.83630 -3.66808
C 0.92855 1.94456 -2.58509
H 0.24104 2.08437 -4.65809
H -0.56629 0.80872 -3.66152
C 0.15595 2.45935 -1.35970
H -2.02898 2.83726 -1.29749
H -0.94676 4.29053 -1.75153
C -0.30146 1.09189 -0.81195
H 0.71099 3.06275 -0.61359
H 1.77336 2.56580 -2.91959
C 1.54507 0.57867 -2.15594
C -2.59862 2.25216 -3.69245
C -1.33615 4.04015 -4.30862
O -0.61407 4.08830 -5.28570
O -3.41116 1.80507 -2.90787
O -2.81988 2.29289 -5.02258
O -2.25141 5.02420 -4.11330
C -3.23928 5.12261 -3.04690
H -2.80910 4.96953 -2.04142
H -4.08356 4.43550 -3.22666
H -3.60260 6.15326 -3.13814
C -4.08894 1.76200 -5.44703
H -4.17784 0.71154 -5.13497
H -4.07412 1.85557 -6.53628
H -4.91332 2.34814 -5.01148
O 0.69463 0.08577 -1.16418
H -1.22284 0.76832 -1.33239
H -0.61898 0.99776 0.23139
C 2.90867 0.95147 -1.59397
C 1.73090 -0.50349 -3.26280
H 1.53968 -0.12148 -4.27493
H 1.12848 -1.39684 -3.07849
H 2.78933 -0.80580 -3.28713
H 3.36218 0.12325 -1.05426
H 2.81348 1.83990 -0.95957
H 3.57624 1.22078 -2.41805
Mn 0.31507 -0.87329 2.37963
C 1.75342 0.08895 3.66429
C 1.63443 0.89022 2.46660
C 0.26789 1.33539 2.38260
H 2.41771 1.15177 1.74494
C -0.45712 0.77508 3.47563
C 0.44415 0.00559 4.29964
H 0.22224 -0.44764 5.23943
H 2.66446 -0.37179 4.03820
H -0.09646 2.08353 1.67804
H -1.50664 0.97471 3.69668
C 0.12999 -3.27893 0.73093
C -0.17611 -3.38864 2.19880
C -1.16317 -2.23494 2.42273
H -0.55541 -4.36543 2.54672
C -1.40976 -1.59414 1.11574
C -0.58845 -2.26943 0.13301
H -0.63032 -2.07420 -0.94052
H 0.80263 -4.00384 0.25677
H -1.80654 -2.17673 3.30756
H -2.21163 -0.90470 0.87554
C 0.25346 -4.68046 5.18368
Si 1.72353 -4.01443 4.25591
C 2.70125 -2.80614 5.27294
C 2.80810 -5.34192 3.53393
O 1.07701 -3.13814 2.98292
H 0.58416 -5.40336 5.94200
H -0.45530 -5.18023 4.50874
H -0.27502 -3.86454 5.69524
H 3.01994 -3.28378 6.20825
H 3.60327 -2.48402 4.73610
H 2.12735 -1.90718 5.53121
H 2.25529 -5.96797 2.82317
H 3.66246 -4.90243 3.00380
H 3.19733 -5.99160 4.32843

Atomic partial charges in e from the Mulliken method, atoms 1 to 8: 2.9630, -2.0913, -2.2410, -0.2664, 0.5068, 0.4085, 0.5257, 0.2331



DFT (the ωB97M-V functional and the def2-TZVPD basis) results for 5 unconnected molecules or ions with the total composition C22H24Br2N4.

As for the net charge: 0. Its spin multiplicity is 1. For the molar mass, the calculation gives 504.270 g/mol. The gap between HOMO and LUMO comes out at 0.3742 hartree. The calculation puts the LUMO energy at 0.50 eV.

Element x y z (Å)
C -1.54720 -5.57297 -0.69287
C -2.36338 -5.86947 -1.76176
C -2.98116 -4.82074 -2.42587
N -2.85042 -3.55195 -2.08666
C -2.04570 -3.27921 -1.08319
C -1.38482 -4.24012 -0.34748
H -0.98886 -6.35116 -0.18794
H -2.55259 -6.89127 -2.06147
H -3.61036 -5.03542 -3.28757
H -1.93912 -2.23007 -0.82665
H -0.76235 -3.99198 0.50255
C 0.73871 -0.74670 -3.33322
C 1.39109 0.21930 -2.59616
C 2.66663 -0.06169 -2.14376
N 3.30230 -1.19526 -2.37077
C 2.68179 -2.09600 -3.13669
C 1.40047 -1.92350 -3.62116
H -0.27039 -0.60845 -3.70682
H 0.93043 1.14769 -2.28353
H 3.18317 0.62995 -1.48211
H 3.22950 -3.01633 -3.32203
H 0.93667 -2.64055 -4.28499
C 4.31158 1.36168 0.80659
C 3.53738 2.23423 1.56147
C 2.73829 1.70608 2.56334
N 2.72431 0.40765 2.86965
C 3.49022 -0.41098 2.16364
C 4.30650 0.00531 1.13172
H 4.92187 1.75263 0.00186
H 3.50904 3.28455 1.29454
H 2.12306 2.35899 3.17325
H 3.43379 -1.45589 2.45427
H 4.83677 -0.71723 0.52506
C -2.67533 3.77050 2.21361
C -3.73426 3.31284 1.46544
C -4.38707 4.20673 0.61632
N -4.05952 5.47686 0.49634
C -3.04634 5.90413 1.23501
C -2.31285 5.09094 2.08372
H -2.14946 3.05494 2.83171
H -4.11227 2.29877 1.51683
H -5.20111 3.85007 -0.00878
H -2.80654 6.95454 1.10720
H -1.45989 5.47172 2.63328
Br -0.02119 2.34224 0.47895
C 0.06087 0.42026 0.76904
C -0.37138 0.12732 2.17553
Br -0.22371 -1.78788 2.47616
H 1.09432 0.14375 0.59800
H -0.58831 -0.03703 0.03135
H -1.39774 0.41287 2.37772
H 0.29455 0.58528 2.89734

Atomic partial charges in e from the natural (NBO) method, atoms 1 to 8: -0.1698, -0.2608, 0.0339, -0.4200, 0.0339, -0.2556, 0.2168, 0.2186



DFT (the ωB97M-V functional and the def2-TZVPD basis) results for C4H9NO in the gas phase at a distorted geometry.

As for the net charge: 0. Its spin multiplicity is 1. For the molar mass, the calculation gives 87.122 g/mol. The gap between HOMO and LUMO comes out at 0.3947 hartree. The calculation puts the LUMO energy at 1.03 eV.

Element x y z (Å)
N 2.48882 0.99115 -0.08112
C 1.49825 0.37756 0.85456
C 0.41595 -0.12520 -0.08393
C -0.89320 0.18579 -0.05348
C -1.96413 -0.62526 -0.79912
O -2.70366 -1.38787 0.13598
H 3.11925 1.62057 0.39843
H 1.94697 1.64830 -0.68239
H 1.93858 -0.45297 1.31634
H 1.16286 1.01744 1.71698
H 0.67721 -0.90168 -0.83433
H -1.33120 1.11146 0.53961
H -2.73263 -0.04312 -1.44392
H -1.46061 -1.33300 -1.49884
H -2.16245 -2.08318 0.51524

Atomic partial charges in e from the natural (NBO) method, atoms 1 to 8: -0.8224, -0.2546, -0.1989, -0.2113, -0.0976, -0.7202, 0.3532, 0.3497